Molecular formula: CH4FN2
Method: DFT, ωB97M-V with the def2-TZVPD basis set

Cartesian coordinates (Å):
C (0.6168, -0.2030, 0.0460)
N (0.6663, -1.2668, 0.2979)
N (0.2715, 1.0595, -0.0606)
F (-1.9196, -0.7273, -0.2720)
H (1.0366, -2.2271, 0.3167)
H (-1.4030, 0.2921, -0.0755)
H (0.6316, 1.4159, -1.0377)
H (0.0997, 1.6568, 0.7852)

Atoms 1-6, force components in eV/Å:
1.25 16.12 -7.53
-0.17 -17.62 7.24
1.33 0.03 -0.74
2.85 5.20 1.07
-0.22 0.70 -0.74
-3.48 -5.16 -1.16

Results
HOMO (alpha / beta): -11.89 / -18.36 eV
Charge: +1
Relative energy (zero: lowest compared OMol25 entry of this formula, charge and spin): 68.6 kcal per mole
E_tot: -6783.2182 eV
Orbital gap (alpha / beta): 7.290 / 7.310 eV
Spin multiplicity: 3

Just the Löwdin charges please, in e? Sure, here they are: -0.27 0.36 0.24 -0.16 0.19 0.22 0.23 0.18

=====

Molecular formula: C22H18BrO10P
Method: DFT, ωB97M-V with the def2-TZVPD basis set

Cartesian coordinates (Å):
C (5.3911, -3.3225, -0.0858)
C (5.3926, -1.9054, 0.2144)
C (4.2061, -1.0612, -0.5049)
O (4.8120, 0.0168, -1.2518)
O (3.2102, -0.6251, 0.4418)
C (1.9190, -1.0646, -0.0562)
O (1.1963, -0.1706, -0.5767)
P (1.2920, -2.8622, 0.1047)
O (1.7916, -3.8298, -1.2140)
Br (2.4061, -3.6616, 1.9392)
H (5.5235, -3.6187, -1.1921)
H (5.2119, -4.1438, 0.6823)
H (6.1578, -1.3994, 0.9013)
H (3.6610, -1.7408, -1.2707)
H (5.6445, -0.3245, -1.6639)
H (2.2358, -3.2913, -1.9112)
C (-0.6190, 2.3596, -3.0764)
C (0.1161, 1.2543, -2.9422)
C (-0.0531, 0.1048, -3.8556)
O (0.6167, -0.9063, -3.7326)
C (-1.0670, 0.2272, -4.9248)
C (-1.8020, 1.3316, -5.0595)
C (-1.6329, 2.4821, -4.1455)
O (-2.3023, 3.4905, -4.2697)
H (-0.5090, 3.2103, -2.4157)
H (0.8621, 1.1485, -2.1670)
H (-1.1772, -0.6240, -5.5853)
H (-2.5492, 1.4372, -5.8365)
C (-3.7138, 0.1850, 0.5289)
C (-2.8062, 1.1110, 0.2170)
C (-3.2098, 2.4500, -0.2617)
O (-2.3823, 3.2946, -0.5485)
C (-4.6579, 2.7234, -0.3800)
C (-5.5656, 1.7975, -0.0681)
C (-5.1617, 0.4582, 0.4108)
O (-5.9897, -0.3867, 0.6975)
H (-3.4359, -0.8009, 0.8803)
H (-1.7420, 0.9276, 0.2985)
H (-4.9358, 3.7093, -0.7315)
H (-6.6298, 1.9810, -0.1496)
C (0.4638, 0.1287, 3.0285)
C (1.0724, -0.7741, 3.7982)
C (0.6797, -0.9675, 5.2101)
O (1.2357, -1.7895, 5.9139)
C (-0.4154, -0.1223, 5.7340)
C (-1.0239, 0.7806, 4.9628)
C (-0.6294, 0.9730, 3.5509)
O (-1.1827, 1.7945, 2.8437)
H (0.7395, 0.2843, 1.9927)
H (1.8742, -1.3995, 3.4261)
H (-0.6914, -0.2772, 6.7695)
H (-1.8265, 1.4080, 5.3305)

Atoms 1-6, force components in eV/Å:
-0.05 2.25 0.09
-1.18 -2.34 -0.72
2.79 -1.28 -1.58
-0.57 -0.24 0.48
-0.35 -0.97 -1.54
0.05 4.66 -2.12

Results
HOMO: -8.95 eV
Charge: 0
E_tot: -122904.4602 eV
SMILES string: C=C[C@H](O)OC(=O)P(O)Br.O=C1C=CC(=O)C=C1.O=C1C=CC(=O)C=C1.O=C1C=CC(=O)C=C1
Orbital gap: 7.334 eV

Just the Löwdin charges please, in e? Sure, here they are: -0.03 -0.07 -0.39 -0.03 -0.06 -0.54 0.03 0.69 -0.37 0.31 0.08 0.05 0.12 0.13 0.11 0.06 0.02 0.02 -0.38 0.08 0.02 0.02 -0.39 0.11 0.12 0.09 0.12 0.12 0.02 0.01 -0.38 0.10 0.03 0.02 -0.39 0.10 0.12 0.11 0.12 0.12 0.03 0.01 -0.38 0.11 0.02 0.02 -0.38 0.10 0.10 0.05 0.12 0.12

=====

Molecular formula: C37H81ClN4O3
Method: DFT, ωB97M-V with the def2-TZVPD basis set

Cartesian coordinates (Å):
C (-1.1006, -3.3469, 1.8080)
C (-1.8800, -3.7684, 0.5540)
C (-1.2778, -5.0370, -0.0299)
N (-0.7239, -4.9016, -1.5128)
C (-0.1593, -6.2475, -1.9597)
C (1.1268, -6.6586, -1.1393)
C (2.1746, -5.5540, -0.9979)
C (1.6019, -4.1622, -0.8043)
C (0.3615, -3.8545, -1.7134)
C (-1.8940, -4.4437, -2.4275)
H (-0.0653, -3.0181, 1.7170)
H (-1.1664, -4.1220, 2.5715)
H (-1.5645, -2.4785, 2.2757)
H (-1.7605, -2.9330, -0.1360)
H (-2.9426, -3.7854, 0.7960)
H (-2.0585, -5.7958, -0.0831)
H (-0.5019, -5.4085, 0.6395)
H (-0.9447, -6.9919, -1.8290)
H (0.0623, -6.1939, -3.0256)
H (0.8486, -6.8982, -0.1129)
H (1.6533, -7.4698, -1.6420)
H (2.8022, -5.7111, -0.1207)
H (2.8129, -5.6777, -1.8728)
H (1.1598, -4.1284, 0.1915)
H (2.3926, -3.4134, -0.8508)
H (0.0008, -2.8888, -1.3593)
H (0.5830, -3.9163, -2.7789)
H (-1.5225, -4.3699, -3.4496)
H (-2.1836, -3.4487, -2.0895)
H (-2.7331, -5.1273, -2.2984)
C (-4.1517, 3.1369, 2.0464)
C (-3.0878, 4.1649, 1.8501)
C (-1.7260, 3.5591, 1.5293)
N (-0.4780, 4.4419, 1.7512)
C (0.7852, 3.6964, 1.3156)
C (1.0227, 3.5986, -0.2297)
C (0.6911, 4.8759, -1.0192)
C (-0.6015, 5.5552, -0.5683)
C (-0.6341, 5.7876, 0.9860)
C (-0.4282, 4.8899, 3.2800)
H (-4.2913, 2.7106, 1.0529)
H (-5.1581, 3.4583, 2.3148)
H (-3.8069, 2.4286, 2.7997)
H (-2.9684, 4.7909, 2.7344)
H (-3.4126, 4.8072, 1.0315)
H (-1.7322, 2.9967, 0.5957)
H (-1.4411, 2.7573, 2.2105)
H (0.9418, 2.7287, 1.7921)
H (1.6296, 4.2776, 1.6862)
H (0.5782, 2.7090, -0.6759)
H (2.0868, 3.4031, -0.3625)
H (0.7112, 4.6583, -2.0871)
H (1.4184, 5.6730, -0.8657)
H (-1.4455, 4.9638, -0.9232)
H (-0.7953, 6.4884, -1.0971)
H (-1.5518, 6.2873, 1.2965)
H (0.2386, 6.4037, 1.2023)
H (0.4529, 5.5179, 3.4112)
H (-0.2621, 3.9761, 3.8506)
H (-1.2451, 5.5012, 3.6634)
C (4.0654, 2.2425, 1.9666)
C (4.1002, 0.7741, 1.8147)
C (4.2120, 0.0845, 3.2229)
N (4.0784, -1.4818, 3.1720)
C (5.3409, -2.0628, 2.4296)
C (5.4109, -3.5360, 2.4896)
C (5.5032, -3.9759, 3.8926)
C (4.2250, -3.5172, 4.6677)
C (3.9732, -1.9998, 4.5941)
C (2.7567, -1.9300, 2.5553)
H (3.2974, 2.6396, 2.6303)
H (4.0877, 2.6317, 0.9486)
H (4.9931, 2.6148, 2.4012)
H (4.9798, 0.5413, 1.2145)
H (3.2213, 0.4026, 1.2877)
H (3.3903, 0.3838, 3.8736)
H (5.2270, 0.2719, 3.5733)
H (6.3317, -1.7921, 2.7945)
H (5.2380, -1.6279, 1.4354)
H (6.3541, -3.7807, 2.0013)
H (4.7022, -4.1535, 1.9376)
H (6.2363, -3.4373, 4.4932)
H (5.8323, -5.0127, 3.9621)
H (4.2053, -3.7398, 5.7345)
H (3.3150, -4.0152, 4.3329)
H (4.8297, -1.7375, 5.2151)
H (3.0004, -1.6735, 4.9619)
H (2.5942, -3.0066, 2.5037)
H (2.9501, -1.5984, 1.5351)
H (1.9439, -1.3777, 3.0268)
C (-4.8756, -1.5889, -3.3406)
C (-3.8932, -0.5949, -2.9312)
C (-3.9950, 0.6336, -3.9061)
N (-3.2718, 1.9199, -3.6263)
C (-3.8157, 3.0522, -4.4904)
C (-3.0558, 4.3830, -4.3751)
C (-1.5587, 4.1980, -4.4393)
C (-0.9460, 3.0410, -3.6719)
C (-1.7413, 1.7213, -3.8325)
C (-3.4848, 2.3007, -2.1446)
H (-5.9208, -1.3553, -3.1378)
H (-4.6040, -2.5095, -2.8242)
H (-4.7700, -1.8990, -4.3802)
H (-2.8745, -0.9715, -3.0228)
H (-3.9274, -0.3459, -1.8706)
H (-5.0495, 0.9089, -3.8869)
H (-3.6998, 0.3817, -4.9247)
H (-3.8141, 2.5550, -5.4604)
H (-4.8473, 3.1701, -4.1587)
H (-3.4218, 5.1384, -5.0703)
H (-3.3303, 4.8203, -3.4151)
H (-1.2079, 4.1960, -5.4714)
H (-1.2333, 5.2058, -4.1812)
H (0.0982, 2.7699, -3.8276)
H (-1.0536, 3.2434, -2.6063)
H (-1.6166, 1.3339, -4.8437)
H (-1.4929, 0.9847, -3.0685)
H (-3.2497, 3.3069, -1.7978)
H (-2.8576, 1.6233, -1.5650)
H (-4.4971, 2.0688, -1.8137)
Cl (0.3616, 0.6712, 4.1133)
O (-0.5600, 0.8156, 0.5758)
C (-0.3053, -0.2254, -0.2309)
O (0.8196, -0.7172, -0.2070)
O (-1.2128, -0.5634, -1.0178)
H (0.0698, 0.7040, 1.2917)

Atoms 1-6, force components in eV/Å:
-0.70 0.36 0.95
1.43 1.34 0.12
-0.51 -0.01 -0.91
-0.68 0.02 0.23
0.66 -0.07 0.81
-0.67 0.96 0.21

Results
HOMO (alpha / beta): -3.41 / -9.63 eV
Charge: +1
E_tot: -64296.8891 eV
Orbital gap (alpha / beta): 1.598 / 7.806 eV
Spin multiplicity: 2

Löwdin population analysis, charges in e, atoms 1 to 99: -0.09 -0.20 -0.08 -0.23 -0.09 -0.14 -0.20 -0.14 -0.08 0.04 0.06 0.08 0.09 0.08 0.12 0.13 0.11 0.13 0.13 0.10 0.12 0.11 0.11 0.09 0.12 0.10 0.14 0.10 0.08 0.11 -0.12 -0.28 -0.13 -0.19 -0.10 -0.14 -0.19 -0.19 -0.09 0.04 0.06 0.08 0.09 0.09 0.07 0.11 0.11 0.08 0.12 0.10 0.10 0.09 0.11 0.06 0.10 0.12 0.12 0.09 0.09 0.09 -0.11 -0.24 -0.07 -0.22 -0.09 -0.22 -0.18 -0.16 -0.12 0.01 0.08 0.08 0.08 0.11 0.10 0.09 0.13 0.14 0.12 0.13 0.12 0.12 0.12 0.12 0.10 0.13 0.14 0.09 0.08 0.04 -0.13 -0.26 -0.14 -0.25 -0.13 -0.22 -0.21 -0.16 -0.08

=====

Molecular formula: C32H19BeF5N4O2Se
Method: DFT, ωB97M-V with the def2-TZVPD basis set

Cartesian coordinates (Å):
Be (-0.5464, -0.5476, 0.2667)
O (1.2623, -1.0231, 6.7241)
N (1.9789, -1.6072, 5.9294)
O (2.9561, -2.2514, 6.2629)
C (1.6742, -1.5112, 4.5086)
C (2.4986, -2.2060, 3.6639)
C (2.3074, -2.2149, 2.2683)
C (3.1477, -2.8760, 1.3349)
C (2.8838, -2.7514, 0.0031)
C (1.8015, -1.9559, -0.4344)
N (0.9335, -1.4326, 0.4329)
C (1.2077, -1.5297, 1.7476)
C (0.3050, -0.8606, 2.6232)
N (-0.7444, -0.2877, 2.0000)
C (-1.5665, 0.4735, 2.6903)
C (-1.3750, 0.6929, 4.0529)
C (-0.3358, 0.0785, 4.7155)
C (0.5465, -0.7657, 4.0061)
H (3.3250, -2.7545, 4.0919)
H (3.9938, -3.4497, 1.6901)
H (3.5111, -3.2245, -0.7377)
H (1.5488, -1.8809, -1.4816)
H (-2.3818, 0.9213, 2.1358)
H (-2.0434, 1.3558, 4.5827)
H (-0.1868, 0.2533, 5.7656)
C (-3.5903, -4.9680, -2.5803)
C (-2.9800, -3.8805, -1.7530)
C (-3.1949, -2.5369, -2.0380)
C (-2.5431, -1.5652, -1.3017)
N (-1.6983, -1.8552, -0.3059)
C (-1.5293, -3.1454, 0.0089)
C (-2.1430, -4.1716, -0.6762)
H (-4.3829, -4.5836, -3.2190)
H (-3.9911, -5.7663, -1.9558)
H (-2.8259, -5.4103, -3.2225)
H (-3.8575, -2.2391, -2.8394)
H (-2.6712, -0.5113, -1.5107)
H (-0.8722, -3.3583, 0.8437)
H (-1.9693, -5.1973, -0.3779)
C (-0.9642, 0.9077, -0.5168)
C (-1.6794, 1.8376, -0.8374)
C (-2.5342, 2.9248, -1.2101)
C (-2.0673, 4.0160, -1.9440)
C (-2.9271, 5.0477, -2.2848)
C (-4.2598, 5.0071, -1.9008)
C (-4.7358, 3.9262, -1.1718)
C (-3.8810, 2.8923, -0.8282)
H (-1.0274, 4.0469, -2.2408)
H (-2.5576, 5.8914, -2.8533)
H (-4.9279, 5.8155, -2.1691)
H (-5.7749, 3.8893, -0.8698)
H (-4.2493, 2.0464, -0.2606)
F (5.5155, 4.5603, -4.1356)
C (4.9900, 3.6588, -3.2996)
C (4.6716, 4.0130, -2.0001)
F (4.8891, 5.2675, -1.5877)
C (4.1328, 3.0728, -1.1426)
F (3.8378, 3.4514, 0.1047)
C (3.8943, 1.7574, -1.5389)
Se (3.1582, 0.4977, -0.3544)
C (4.2195, 1.4377, -2.8550)
F (4.0077, 0.1933, -3.3046)
C (4.7578, 2.3639, -3.7271)
F (5.0590, 2.0216, -4.9862)

Atoms 1-6, force components in eV/Å:
-0.53 0.00 -0.30
-0.12 -0.06 -0.17
0.43 0.14 0.58
-0.18 -0.01 -0.15
0.13 -0.26 -0.75
-0.14 0.15 0.57

Results
HOMO: -6.44 eV
Charge: 0
E_tot: -122880.7542 eV
Orbital gap: 4.788 eV

Just the Löwdin charges please, in e? Sure, here they are: 0.07 0.07 -0.34 0.08 -0.06 0.09 -0.13 0.01 -0.07 -0.20 0.02 -0.16 -0.10 0.10 -0.05 -0.01 0.04 -0.04 0.14 0.13 0.12 0.12 0.13 0.12 0.11 -0.03 -0.25 0.01 -0.07 0.04 -0.09 -0.01 0.08 0.09 0.09 0.12 0.10 0.12 0.12 0.02 -0.11 -0.26 -0.03 -0.08 -0.10 -0.09 -0.05 0.12 0.10 0.10 0.10 0.10 0.11 -0.15 -0.15 0.11 -0.27 0.06 -0.55 0.77 -0.27 0.06 -0.15 0.11